C58H55N4O4P3S3Tl as an isolated structure, computed with ωB97M-V/def2-TZVPD.

```
128
C58H55N4O4P3S3Tl, DFT ωB97M-V/def2-TZVPD
Tl -0.381 -0.740 1.655
O 0.628 -0.742 -0.765
S -0.961 0.260 -2.976
C -1.446 -1.355 -3.357
C -2.768 -1.532 -3.828
C -3.193 -2.669 -4.495
C -2.246 -3.642 -4.763
C -2.351 -4.902 -5.571
C -0.956 -5.569 -5.457
C -0.152 -4.618 -4.611
C 1.155 -4.670 -4.191
C 1.593 -3.661 -3.327
C 0.803 -2.589 -2.898
P 1.476 -1.832 -1.383
C 3.138 -1.336 -1.795
C 4.198 -1.441 -0.891
C 5.478 -1.075 -1.278
C 5.704 -0.585 -2.558
C 4.648 -0.442 -3.451
C 3.373 -0.827 -3.078
C 1.470 -3.246 -0.260
C 0.211 -3.599 0.239
C 0.062 -4.709 1.054
C 1.173 -5.480 1.382
C 2.421 -5.146 0.880
C 2.570 -4.042 0.049
C -0.497 -2.458 -3.422
C -0.944 -3.522 -4.228
C -1.943 1.041 -4.206
C -1.789 0.634 -5.556
C -2.541 1.181 -6.594
C -3.532 2.108 -6.267
C -4.551 2.833 -7.101
C -5.371 3.674 -6.078
C -4.742 3.375 -4.745
C -5.043 3.801 -3.444
C -4.230 3.366 -2.397
C -3.121 2.518 -2.613
P -1.840 2.101 -1.490
C -2.290 2.782 0.108
C -3.438 2.288 0.737
C -3.889 2.872 1.906
C -3.192 3.944 2.455
C -2.035 4.416 1.845
C -1.568 3.829 0.680
C -0.388 2.985 -2.117
C -0.520 4.279 -2.633
C 0.608 4.979 -3.023
C 1.866 4.399 -2.902
C 2.000 3.117 -2.393
C 0.874 2.405 -2.001
C -2.884 2.021 -3.888
C -3.681 2.485 -4.927
H -3.479 -0.727 -3.682
H -4.218 -2.750 -4.836
H -3.158 -5.538 -5.205
H -2.599 -4.662 -6.607
H -1.007 -6.553 -4.990
H -0.494 -5.715 -6.434
H 1.815 -5.484 -4.463
H 2.603 -3.740 -2.938
H 4.026 -1.802 0.116
H 6.304 -1.187 -0.587
H 6.708 -0.316 -2.862
H 4.825 -0.041 -4.441
H 2.557 -0.743 -3.788
H -0.667 -3.028 -0.052
H -0.920 -4.987 1.419
H 1.058 -6.358 2.004
H 3.283 -5.759 1.114
H 3.547 -3.821 -0.360
H -1.045 -0.121 -5.790
H -2.353 0.875 -7.615
H -4.062 3.459 -7.851
H -5.179 2.131 -7.653
H -5.329 4.743 -6.295
H -6.430 3.406 -6.080
H -5.865 4.477 -3.241
H -4.438 3.726 -1.399
H -4.001 1.475 0.290
H -4.790 2.507 2.380
H -3.554 4.414 3.361
H -1.499 5.254 2.271
H -0.669 4.205 0.208
H -1.497 4.744 -2.714
H 0.508 5.982 -3.416
H 2.746 4.956 -3.199
H 2.981 2.669 -2.302
H 0.978 1.403 -1.613
O 2.307 1.148 3.609
N 1.165 1.050 3.386
C 3.826 2.275 7.094
C 2.453 2.801 7.425
C 2.044 3.999 6.602
O 1.383 1.786 7.283
P 1.149 0.454 6.543
S 2.589 -0.728 6.096
S 0.028 1.033 4.728
O 0.057 -0.325 7.352
C -1.245 0.027 7.965
C -2.289 0.275 6.904
C -1.106 1.166 8.950
H 4.538 3.083 7.276
H 3.899 1.971 6.050
H 4.100 1.432 7.725
H 2.400 3.040 8.484
H 2.142 3.788 5.533
H 2.697 4.838 6.850
H 1.017 4.292 6.821
H -1.477 -0.891 8.496
H -2.149 1.248 6.426
H -3.273 0.281 7.377
H -2.280 -0.507 6.144
H -0.915 2.113 8.443
H -0.303 0.979 9.661
H -2.041 1.257 9.507
N 3.059 -4.915 4.200
C 3.001 -3.706 3.586
C 1.775 -3.124 3.211
N 1.741 -1.989 2.543
C 2.898 -1.380 2.255
C 4.087 -1.936 2.671
N 4.152 -3.096 3.321
H 2.233 -5.368 4.543
H 3.954 -5.246 4.514
H 0.832 -3.596 3.466
H 2.867 -0.450 1.700
H 5.029 -1.433 2.479
```

Orbital gap = 4.372 eV
Charge = +3
DFT total energy = -140234.1105 eV
ΔE to the lowest compared entry with this formula, charge and spin = 0.0 kcal per mole